Record 1
Below is a molecular structure, C41H60B2ClCsF4I2N10O2P, with properties calculated with the ωB97M-V functional and the def2-TZVPD basis.

Results
- HOMO-LUMO gap (spin up / spin down) (eV) = 5.2 / 4.3
- LUMO (spin up / spin down) (hartree) = 0.12609 / 0.09243
- 2S+1 = 2
- net charge = -2

```
124
Properties=species:S:1:pos:R:3:lowdin_spin:R:1
Cs 0.3609 -0.7047 0.0387 0.0010
C -2.5820 -1.6363 -4.6175 0.0000
C -1.6940 -0.9457 -3.7665 0.0000
N -1.0585 -1.7773 -2.9598 0.0000
N -1.5259 -3.0168 -3.2582 0.0000
C -2.4455 -2.9580 -4.2540 0.0000
B -0.9944 -4.1657 -2.3699 0.0000
N 0.5533 -4.0822 -2.3751 0.0000
C 1.2605 -3.7603 -3.4815 0.0000
C 2.5969 -3.8933 -3.1933 0.0000
C 2.6141 -4.3173 -1.8518 0.0000
N 1.3869 -4.4358 -1.3653 0.0000
N -1.6326 -4.0289 -0.9543 0.0000
C -2.9625 -4.1835 -0.7485 0.0000
C -3.2086 -4.0098 0.5940 0.0000
C -1.9351 -3.7478 1.1375 -0.0001
N -0.9945 -3.7585 0.2015 0.0001
N -1.3812 -5.5784 -2.9238 0.0000
C -0.7005 -6.6986 -2.5969 0.0000
C -1.3806 -7.7759 -3.1179 0.0000
C -2.4951 -7.1978 -3.7531 0.0000
N -2.4966 -5.8773 -3.6291 0.0000
H -3.2376 -1.2277 -5.3698 0.0000
H -1.5000 0.1165 -3.6888 0.0000
H -2.9233 -3.8543 -4.6115 0.0000
H 0.7607 -3.4463 -4.3849 0.0000
H 3.4344 -3.7023 -3.8437 0.0000
H 3.4598 -4.5265 -1.2124 0.0000
H -3.6303 -4.4062 -1.5689 0.0000
H -4.1593 -4.0662 1.1001 0.0000
H -1.6668 -3.5596 2.1692 -0.0001
H 0.2102 -6.6455 -2.0160 0.0000
H -1.1150 -8.8183 -3.0464 0.0000
H -3.2941 -7.6835 -4.2958 0.0000
I 5.7329 0.9700 1.5581 0.0095
C 3.7404 1.5874 1.1722 0.0772
I 2.3361 0.8587 2.6367 0.0369
H 3.4512 1.2020 0.2015 0.0016
H 3.7077 2.6692 1.1836 0.0013
C -5.5872 -0.3879 2.3812 0.0000
C -4.1340 -0.5657 1.9505 0.0000
C -3.2391 -0.3953 3.1815 0.0002
P -3.4064 0.4923 0.5751 0.0000
C -4.1256 -0.2633 -0.9868 0.0000
C -4.0982 0.7947 -2.0931 0.0000
C -5.4812 -0.9618 -0.9431 0.0000
C -4.2070 2.1184 0.7702 0.0000
C -5.5847 2.3391 0.8275 0.0000
C -6.1583 3.5740 1.1015 0.0000
C -7.6575 3.7552 1.1810 0.0000
C -5.2796 4.6325 1.3497 0.0000
C -3.9113 4.4886 1.2574 0.0000
C -3.3073 3.2483 0.8682 0.0000
N -2.0061 3.1486 0.5599 0.0000
C -1.1231 4.1733 0.9052 0.0000
C -0.7512 4.4004 2.2469 0.0000
C -1.3918 3.5917 3.3444 -0.0002
C 0.2456 5.3247 2.5528 0.0000
C 0.9023 6.0517 1.5702 0.0000
C 2.0242 7.0100 1.9002 0.0000
C 0.5066 5.8486 0.2545 0.0000
C -0.4887 4.9436 -0.0919 0.0000
C -0.8661 4.7865 -1.5450 0.0000
H -5.8252 -1.0961 3.1864 0.0000
H -6.2952 -0.5589 1.5709 0.0000
H -5.7501 0.6204 2.7655 0.0000
H -3.9954 -1.5840 1.5715 0.0000
H -3.3950 0.5930 3.6285 0.0001
H -2.1850 -0.4841 2.9174 -0.0003
H -3.4664 -1.1499 3.9460 0.0001
H -3.3768 -1.0232 -1.2441 0.0000
H -4.8143 1.5922 -1.8806 0.0000
H -4.3549 0.3390 -3.0552 0.0000
H -3.1073 1.2474 -2.1826 0.0000
H -6.2947 -0.2607 -0.7352 0.0000
H -5.5086 -1.7605 -0.1979 0.0000
H -5.6816 -1.4178 -1.9208 0.0000
H -6.2579 1.5009 0.6693 0.0000
H -8.1755 2.9409 0.6678 0.0000
H -7.9739 4.6931 0.7136 0.0000
H -8.0240 3.7719 2.2147 0.0000
H -5.6922 5.6092 1.6030 0.0000
H -3.2605 5.3435 1.4115 0.0000
H -1.6411 2.5933 2.9761 -0.0001
H -2.3243 4.0433 3.6977 0.0000
H -0.7146 3.5058 4.2014 -0.0001
H 0.5468 5.4470 3.5938 0.0000
H 2.3630 6.8758 2.9297 0.0000
H 1.7121 8.0534 1.7873 0.0000
H 2.8761 6.8500 1.2350 0.0000
H 1.0166 6.3915 -0.5386 0.0000
H -1.1589 5.7544 -1.9658 0.0000
H -1.6974 4.0923 -1.6568 0.0000
H -0.0187 4.4166 -2.1303 0.0000
O -0.8257 1.3142 -1.1644 0.0001
H -1.3103 1.9402 -0.5352 0.0000
H 0.0746 1.6667 -1.1952 0.0000
O 1.6009 -4.9977 1.4117 0.0001
H 1.3938 -4.8299 0.4688 0.0000
H 1.0155 -4.3751 1.8522 -0.0001
C 1.8512 -0.6963 -5.5412 0.0000
C 2.2263 0.5421 -4.7130 0.0000
C 3.6884 0.9403 -4.9499 0.0000
C 1.2938 1.7133 -5.0430 0.0000
C 2.0551 0.1974 -3.2885 0.0000
N 1.9061 -0.1392 -2.2013 0.0000
H 2.0139 -0.4760 -6.5994 0.0000
H 0.8015 -0.9602 -5.3884 0.0000
H 2.4634 -1.5546 -5.2586 0.0000
H 3.8250 1.1425 -6.0160 0.0000
H 4.3638 0.1347 -4.6531 0.0000
H 3.9416 1.8312 -4.3743 0.0000
H 1.4149 1.9696 -6.0988 0.0000
H 1.5456 2.5829 -4.4343 0.0000
H 0.2515 1.4420 -4.8657 0.0000
F 4.0890 2.0510 -1.8077 0.0009
B 3.1569 3.1131 -1.6518 0.0001
F 2.8328 3.6364 -2.9329 0.0000
F 3.7257 4.1153 -0.8384 0.0004
F 1.9741 2.6116 -1.0338 0.0001
Cl 0.1051 -1.7598 3.8547 0.1608
C 0.4661 -0.1903 4.4542 0.6526
H 1.0120 -0.1980 5.3875 0.0292
H -0.3494 0.5150 4.3402 0.0285
```

Record 2
Below is 4 unconnected molecules or ions with the total composition C37H68Br2N7O16, with properties calculated with the ωB97M-V functional and the def2-TZVPD basis.

Results
- HOMO-LUMO gap (eV) = 5.0
- LUMO (hartree) = -0.19099
- net charge = +1

```
130
Properties=species:S:1:pos:R:3:lowdin_charge:R:1
C 0.8252 -1.8762 0.2298 0.0379
C 0.2033 -0.4316 0.4442 -0.3812
O 0.9957 0.4929 0.4255 0.1058
N -1.2248 -0.1878 0.7049 0.0690
C -1.4728 1.0025 1.5271 -0.3852
C -0.7894 1.0038 2.9648 0.0324
O -2.1717 1.9445 1.2196 0.1090
C -2.0363 -0.2315 -0.4856 -0.0502
C -1.7744 0.7981 -1.5467 -0.0680
O -0.7914 1.8043 -1.4011 -0.0537
N 0.2466 1.3921 -2.2916 0.0441
O 0.5465 2.2676 -2.9979 0.1529
C -2.5744 0.8326 -2.8162 0.0837
C -2.3962 1.8974 -3.9556 -0.4207
O -2.3796 1.5423 -5.1055 0.1891
O -2.2369 3.2585 -3.6683 -0.0530
C -3.0987 3.6750 -2.5957 -0.6829
Br -5.0231 3.2896 -2.9245 0.7804
C -2.9682 5.2569 -2.3839 -0.7158
C -1.4816 5.7249 -2.1283 -0.1244
Br -3.8031 6.1334 -3.9607 0.6607
C -3.6077 -0.2336 -2.9892 -0.0701
N -4.4212 -0.2632 -4.2014 0.1658
C -5.5955 0.1258 -3.9346 -0.2698
O -6.5686 0.5215 -3.4370 0.1782
C -3.7759 -1.2563 -1.8949 -0.0504
C -4.8568 -2.3847 -2.1733 0.0217
N -3.0268 -1.2176 -0.7033 0.0851
C -3.2631 -2.2464 0.3417 -0.1354
O -4.5991 -2.3030 0.8205 -0.0673
C -5.0127 -1.0814 1.4628 -0.1830
O -6.4198 -0.9385 1.1856 -0.0975
C -6.6498 0.0701 0.1869 -0.1825
C -8.1264 0.0213 -0.4073 -0.2036
O -9.1030 0.3167 0.6207 -0.0779
H 0.1448 -2.5767 -0.3304 0.0845
H 0.9711 -2.2998 1.2798 0.1111
H 1.8776 -1.8244 -0.2139 0.0705
H 0.3151 0.7856 2.9152 0.0912
H -1.2891 0.1750 3.5620 0.0803
H -0.9451 1.9835 3.5034 0.1081
H -2.8227 3.2051 -1.6074 0.1078
H -3.5534 5.4885 -1.4403 0.1074
H -1.0736 5.2984 -1.1566 0.0956
H -0.8267 5.4709 -3.0170 0.0913
H -1.4954 6.8449 -1.9965 0.0852
H -5.1734 -2.4119 -3.2518 0.0994
H -5.7505 -2.1621 -1.5119 0.1013
H -4.4695 -3.3968 -1.8625 0.1032
H -3.0553 -3.2537 -0.1461 0.1635
H -2.5743 -2.1842 1.2291 0.1578
H -4.9398 -1.1252 2.5936 0.1516
H -4.5155 -0.1460 1.0710 0.1325
H -6.5419 1.0783 0.6844 0.1431
H -5.9519 0.0266 -0.7042 0.1004
H -8.2605 0.7775 -1.2416 0.1221
H -8.3888 -0.9877 -0.8416 0.1291
H -9.5301 1.1607 0.3924 0.0919
C -3.2387 0.7284 10.4514 -0.1102
O -4.2195 -0.0551 9.7900 -0.1961
C -5.3454 0.6993 9.3442 -0.2069
C -5.3657 0.7923 7.8214 -0.2065
N -4.2895 1.6512 7.3278 -0.0487
C -4.0891 1.5752 5.8812 -0.1931
C -3.6542 0.2257 5.2939 -0.2287
O -2.3428 -0.1780 5.6703 -0.2093
C -2.2640 -0.8408 6.9261 -0.0810
H -2.5198 0.0494 10.9115 0.0908
H -2.7013 1.3653 9.7427 0.0743
H -3.6866 1.3423 11.2377 0.0903
H -5.3871 1.6909 9.8072 0.1241
H -6.2347 0.1495 9.6646 0.1224
H -6.3280 1.1996 7.4976 0.1243
H -5.2735 -0.2266 7.4288 0.1012
H -3.4224 1.3882 7.7812 0.0666
H -3.3162 2.3107 5.6370 0.1180
H -5.0056 1.9051 5.3809 0.1198
H -3.6235 0.3475 4.2045 0.0935
H -4.3793 -0.5725 5.4856 0.1110
H -3.1609 -1.4232 7.1475 0.0930
H -2.0682 -0.1216 7.7224 0.0737
H -1.4111 -1.5218 6.8924 0.0913
C 4.0806 -2.0263 -1.4754 -0.1214
O 3.3841 -3.1800 -1.9171 -0.2069
C 3.3200 -3.2944 -3.3401 -0.2035
C 4.1836 -4.4519 -3.8314 -0.2093
N 5.6061 -4.1530 -3.6788 -0.0530
C 6.4808 -5.3110 -3.8834 -0.1920
C 6.3434 -6.4875 -2.9085 -0.2197
O 6.7565 -6.1929 -1.5807 -0.1739
C 5.7686 -5.5737 -0.7752 -0.1018
H 3.9208 -1.9255 -0.4003 0.0839
H 5.1542 -2.1284 -1.6517 0.0777
H 3.7044 -1.1235 -1.9671 0.0794
H 3.5843 -2.3567 -3.8411 0.1217
H 2.2775 -3.5167 -3.5870 0.1171
H 3.9669 -4.6403 -4.8871 0.1250
H 3.8998 -5.3414 -3.2577 0.1022
H 5.7704 -3.7946 -2.7455 0.0641
H 7.5070 -4.9386 -3.8149 0.1203
H 6.3472 -5.6760 -4.9069 0.1186
H 7.0201 -7.2723 -3.2592 0.1228
H 5.3415 -6.9302 -2.9177 0.1093
H 4.7569 -5.8974 -1.0327 0.0870
H 5.8513 -4.4867 -0.8408 0.0682
H 5.9633 -5.8483 0.2638 0.0902
C 9.4013 2.0622 -2.7423 -0.1098
O 8.5554 1.5438 -3.7564 -0.1927
C 7.7559 0.4452 -3.3245 -0.2083
C 6.2853 0.8445 -3.2431 -0.2061
N 6.0448 1.7659 -2.1334 -0.0470
C 4.7196 2.3888 -2.1585 -0.1980
C 4.3825 3.2989 -3.3475 -0.2259
O 5.1366 4.5006 -3.3902 -0.1752
C 6.4109 4.3810 -4.0049 -0.0922
H 10.0952 2.7626 -3.2085 0.0914
H 8.8238 2.6049 -1.9886 0.0749
H 9.9812 1.2667 -2.2654 0.0888
H 8.1102 0.0238 -2.3773 0.1217
H 7.8569 -0.3317 -4.0878 0.1224
H 5.6748 -0.0530 -3.1031 0.0997
H 6.0140 1.2991 -4.2023 0.1045
H 6.7404 2.5023 -2.1581 0.0669
H 4.6430 2.9888 -1.2466 0.1195
H 3.9598 1.6024 -2.0821 0.1003
H 3.3399 3.6106 -3.2249 0.1092
H 4.4268 2.7741 -4.3080 0.1113
H 6.4206 3.6359 -4.8039 0.0903
H 7.1727 4.1512 -3.2579 0.0705
H 6.6667 5.3509 -4.4363 0.0914
```

Record 3
Below is 14 unconnected molecules or ions with the total composition C6H38NO14, with properties calculated with the ωB97M-V functional and the def2-TZVPD basis.

Results
- HOMO-LUMO gap (spin up / spin down) (eV) = 10.1 / 5.1
- LUMO (spin up / spin down) (hartree) = -0.00290 / -0.18340
- 2S+1 = 2
- energy relative to the best compared isomer or geometry (same formula, charge and spin) (eV) = 1.855

```
59
Properties=species:S:1:pos:R:3:nbo_charge:R:1
C 1.2675 0.3115 -1.5295 -0.0446
O 0.4918 -0.7333 -2.0583 -0.7385
C 1.0414 0.5616 0.0053 -0.1441
C 0.3097 -0.6050 0.7620 -0.4124
C -0.3344 -0.0491 2.0320 -0.4474
C -2.3812 1.2877 2.2199 -0.3797
C -1.7415 0.2289 1.7144 -0.2170
N 2.2891 0.8536 0.6838 -0.3940
H 1.2046 1.1916 -2.2019 0.2161
H 2.2408 -0.2394 -1.6988 0.1859
H 0.3210 1.3716 -0.0057 0.2556
H -0.4017 -0.9955 0.0409 0.2437
H 0.9878 -1.4840 0.8485 0.2152
H 0.2316 0.8331 2.4609 0.1953
H -0.1088 -0.8614 2.7560 0.2217
H -1.9906 1.9469 3.0237 0.2048
H -3.4221 1.3031 1.9542 0.2263
H -2.2476 -0.5920 1.2586 0.2184
H 2.9248 0.0557 0.5592 0.4414
H 2.6782 1.7073 0.2375 0.4236
H -4.2648 1.6994 -0.9195 0.4640
H -3.1564 0.5833 -1.0583 0.4760
O -4.1036 0.7841 -0.6940 -1.0134
H 1.8699 -1.8010 -1.8169 0.4972
H 1.7824 -3.2538 -1.4448 0.4839
O 2.4428 -2.6161 -1.7205 -0.9389
H 3.3635 -2.2057 -0.5047 0.5041
H 3.1726 -1.9989 0.9589 0.4823
O 3.7131 -1.5905 0.2771 -1.0116
H 1.8348 -2.8222 2.4052 0.4802
H 2.0073 -3.9177 1.1685 0.5181
O 2.3870 -3.4185 1.9070 -0.9755
H -0.3937 4.0687 -0.3223 0.5045
H 0.9512 4.5277 0.5708 0.5020
O 0.2002 3.9848 0.4054 -1.0022
H -1.5575 2.5248 -0.4805 0.4669
H -1.8651 1.4622 -1.4280 0.5081
O -1.8023 2.4837 -1.4056 -0.9946
H -3.0012 -2.3325 2.1248 0.4658
H -2.6637 -2.8540 0.6414 0.5014
O -2.8752 -3.1026 1.5706 -1.0013
H 1.8774 3.0511 -1.7936 0.5055
H 2.8846 2.0136 -2.3679 0.4819
O 2.7296 2.6403 -1.6459 -0.9578
H 1.9443 2.6955 2.0860 0.4628
H 1.6365 2.1949 3.5259 0.4747
O 2.1312 2.8239 3.0056 -0.9208
H -2.0668 -1.5348 -1.3956 0.4972
H -3.4259 -2.0321 -1.1585 0.4814
O -2.5405 -2.3657 -0.9711 -1.0221
H -0.3763 -4.4059 1.8004 0.4915
H -0.5277 -4.0756 0.3683 0.4849
O 0.0994 -4.4919 0.9682 -0.9670
H -0.7221 2.9594 -2.5344 0.5055
H 0.1687 2.1565 -3.6152 0.4638
O -0.0138 3.0292 -3.2250 -1.0016
H -2.7046 -0.1524 -2.5012 0.4803
H -0.4806 -0.7346 -2.0232 0.5360
O -2.0149 -0.0694 -1.8203 -1.1836
```

Record-wise max |F| values, in eV Å⁻¹: 1.7 3.4 4.0